# 1
A structure of composition C41H54N5O2Zr, computed with ωB97M-V with the def2-TZVPD basis set.

frontier orbital gap	0.24736	hartree
energy	-2065.353389	a.u.
charge	+3

Last column: Mulliken charge in e.
CARTESIAN COORDINATES (ANGSTROEM)
Zr1 0.007 0.447 0.064  0.61
C1 -3.051 4.097 5.555  -1.53
C2 -2.298 4.780 4.397  1.83
C3 -1.039 5.484 4.938  -1.54
C4 -3.213 5.821 3.752  -2.04
C5 -1.859 3.712 3.418  0.36
C6 -1.012 2.674 3.824  -0.97
C7 -0.599 1.729 2.921  -1.42
N1 -0.992 1.734 1.630  0.88
C8 -1.860 2.691 1.230  -0.21
C9 -2.284 3.684 2.085  -0.45
C10 -2.389 2.501 -0.143  0.34
C11 -3.116 3.463 -0.817  -0.70
C12 -3.707 3.168 -2.045  0.66
C13 -3.516 1.865 -2.526  -1.33
C14 -2.727 0.983 -1.830  -0.71
N2 -2.145 1.282 -0.653  0.17
C15 -4.509 4.178 -2.840  1.92
C16 -3.733 4.451 -4.145  -1.50
C17 -4.696 5.494 -2.084  -2.03
C18 -5.891 3.590 -3.170  -1.56
H1 -3.369 4.856 6.269  0.47
H2 -2.423 3.383 6.090  0.34
H3 -3.941 3.577 5.196  0.38
H4 -1.337 6.247 5.656  0.46
H5 -0.488 5.976 4.133  0.37
H6 -0.370 4.791 5.450  0.35
H7 -3.481 6.566 4.500  0.42
H8 -4.144 5.379 3.390  0.46
H9 -2.718 6.349 2.933  0.45
H10 -0.675 2.602 4.849  0.64
H11 0.059 0.922 3.219  0.67
H12 -2.985 4.425 1.731  0.62
H13 -3.245 4.440 -0.375  0.59
H14 -3.971 1.543 -3.452  0.51
H15 -2.548 -0.013 -2.215  0.44
H16 -2.751 4.881 -3.936  0.35
H17 -4.290 5.165 -4.753  0.45
H18 -3.603 3.542 -4.735  0.35
H19 -3.746 5.995 -1.886  0.42
H20 -5.230 5.344 -1.142  0.47
H21 -5.293 6.172 -2.692  0.43
H22 -5.829 2.698 -3.794  0.34
H23 -6.470 4.331 -3.721  0.47
H24 -6.442 3.342 -2.261  0.39
O1 -1.238 -1.368 -0.231  -0.31
C19 -0.732 -2.730 -0.432  -0.71
C20 0.338 -2.664 -1.496  -0.34
C21 -0.167 -2.124 -2.834  -1.33
C22 -0.009 -0.659 -3.188  0.47
C23 -0.087 -0.365 -4.550  -0.90
C24 -0.025 0.935 -5.005  -0.94
C25 0.136 1.954 -4.072  -1.09
C26 0.234 1.609 -2.752  -0.45
N3 0.162 0.332 -2.287  1.83
H25 -2.184 -1.357 -0.037  0.18
H26 -1.567 -3.352 -0.752  0.61
H27 -0.347 -3.090 0.518  0.27
H28 0.697 -3.683 -1.647  0.59
H29 1.195 -2.098 -1.124  -0.11
H30 -1.229 -2.370 -2.950  0.31
H31 0.329 -2.671 -3.635  0.66
H32 -0.203 -1.180 -5.253  0.58
H33 -0.094 1.154 -6.063  0.51
H34 0.196 2.994 -4.364  0.66
H35 0.384 2.382 -2.010  0.31
C27 -0.038 -3.112 4.777  -0.90
C28 -0.977 -2.350 4.054  -0.83
C29 -0.596 -1.649 2.942  -0.08
C30 0.746 -1.673 2.481  0.19
C31 1.166 -0.931 1.327  2.36
C32 2.500 -1.034 0.952  -1.19
C33 3.425 -1.832 1.647  -1.39
C34 3.023 -2.513 2.763  -1.13
C35 1.684 -2.447 3.213  0.56
C36 1.262 -3.157 4.364  -0.68
H36 -0.356 -3.660 5.654  0.44
H37 -2.008 -2.323 4.385  0.51
H38 -1.335 -1.061 2.409  0.27
H39 2.876 -0.511 0.074  0.31
H40 4.449 -1.899 1.301  0.55
H41 3.731 -3.117 3.319  0.45
H42 1.992 -3.743 4.910  0.48
C37 4.638 2.211 1.746  -1.21
N4 3.269 2.432 1.270  0.24
C38 2.342 2.922 2.284  -1.21
C39 2.842 2.061 0.070  0.19
O2 1.585 1.731 -0.098  0.03
N5 3.668 2.046 -0.974  0.27
C40 4.833 2.931 -1.089  -1.20
C41 3.397 1.253 -2.170  -0.87
H43 4.574 1.768 2.739  0.42
H44 5.200 3.141 1.819  0.35
H45 5.158 1.513 1.097  0.41
H46 2.811 3.753 2.810  0.52
H47 2.115 2.139 3.009  0.36
H48 1.429 3.281 1.819  0.27
H49 4.777 3.735 -0.364  0.40
H50 4.818 3.369 -2.086  0.39
H51 5.768 2.386 -0.970  0.38
H52 2.665 0.480 -1.965  -0.02
H53 4.324 0.777 -2.488  0.54
H54 3.038 1.884 -2.984  0.39

Cartesian forces, eV/Å:
0.07 -0.05 -0.24
0.02 -0.01 -0.03
-0.02 0.04 0.09
-0.02 -0.04 -0.03
0.02 -0.02 0.00
0.00 -0.01 -0.06
-0.07 0.11 0.03
0.04 -0.04 -0.02
0.18 -0.11 0.07
0.06 -0.10 0.06
-0.03 0.02 0.01
0.04 0.14 0.17
-0.12 0.01 0.03
-0.01 -0.06 0.03
-0.03 0.10 -0.01
-0.02 -0.08 0.07
0.25 -0.12 -0.18
0.04 0.05 -0.13
-0.06 -0.02 0.05
0.02 -0.04 0.01
0.02 -0.01 0.02
0.00 -0.01 -0.01
-0.01 0.02 0.00
0.01 0.00 0.01
0.00 -0.01 -0.01
0.01 0.00 0.02
-0.01 0.02 0.00
-0.01 0.00 -0.01
0.01 0.02 -0.01
-0.02 -0.01 0.01
0.00 -0.01 -0.01
0.02 0.00 -0.01
0.00 -0.01 0.01
0.00 -0.03 -0.02
0.00 0.00 0.01
0.02 0.00 -0.01
-0.01 0.00 -0.01
0.01 -0.01 0.00
-0.01 0.02 0.00
-0.02 -0.01 0.01
0.01 0.03 -0.01
0.00 0.00 0.01
0.01 0.00 0.02
0.00 -0.01 0.01
-0.01 0.00 -0.02
-0.19 0.14 -0.04
0.18 -0.14 -0.08
-0.13 0.09 -0.02
0.06 0.01 0.07
0.01 -0.02 -0.03
0.00 0.07 -0.07
0.00 -0.04 0.00
-0.01 0.04 -0.04
-0.05 -0.16 0.13
-0.04 -0.02 -0.07
0.00 -0.06 -0.01
-0.06 0.05 0.01
-0.01 0.00 0.05
0.04 -0.01 0.05
0.04 -0.02 -0.04
-0.01 0.01 -0.01
0.00 0.00 -0.02
0.00 0.00 0.02
0.00 -0.01 0.01
0.00 -0.02 -0.01
-0.02 0.02 0.02
0.05 -0.05 0.03
-0.09 0.06 -0.04
0.09 -0.06 0.06
-0.11 0.05 0.09
-0.08 0.27 0.06
-0.13 0.07 -0.03
0.06 -0.06 0.04
0.07 0.00 -0.01
-0.13 0.01 -0.10
0.02 -0.04 0.03
0.02 0.01 -0.01
0.02 0.00 0.00
-0.06 0.02 0.00
0.00 0.01 -0.01
-0.01 -0.01 0.01
-0.02 0.01 -0.02
-0.02 0.01 -0.01
0.07 -0.01 -0.01
-0.14 0.05 0.15
0.01 -0.01 -0.02
0.22 0.17 -0.15
-0.05 -0.10 0.12
-0.06 -0.14 -0.08
0.06 0.01 0.00
0.04 0.01 0.01
-0.03 -0.01 0.00
-0.01 0.01 -0.02
-0.01 0.01 -0.02
0.02 0.01 -0.01
0.01 -0.02 -0.02
-0.01 -0.01 0.00
-0.02 0.00 0.03
-0.03 -0.01 0.00
-0.01 -0.01 0.02
0.02 -0.01 0.01
0.02 0.01 0.02
0.00 0.02 0.02

---

# 2
A cluster of 6 separate species, C41H56F40O5Si in total, computed with ωB97M-V with the def2-TZVPD basis set.

frontier orbital gap	0.38233	hartree
energy	-6256.113570	a.u.
structure (SMILES)	FC(F)C(F)(F)COC(F)(F)C(F)F.FC(F)C(F)(F)COC(F)(F)C(F)F.FC(F)C(F)(F)COC(F)(F)C(F)F.FC(F)C(F)(F)COC(F)(F)C(F)F.FC(F)C(F)(F)COC(F)(F)C(F)F.CCCCCCCCCCCCCCCC[SiH3]

Last column: Mulliken charge in e.
CARTESIAN COORDINATES (ANGSTROEM)
C1 0.295 -9.030 -0.987  -0.99
C2 1.258 -8.107 -0.163  -0.53
C3 2.206 -7.195 -1.056  -0.09
C4 1.974 -7.303 -2.613  -0.71
C5 2.930 -6.257 -3.319  -0.42
C6 2.186 -5.203 -4.224  -0.91
C7 2.105 -3.750 -3.578  -0.26
C8 0.689 -3.465 -2.944  -0.77
C9 0.610 -3.911 -1.435  0.22
C10 -0.017 -2.856 -0.455  -1.24
C11 -1.294 -2.106 -0.997  0.99
C12 -2.504 -2.325 -0.011  -1.06
C13 -3.198 -3.737 -0.185  -0.57
C14 -3.734 -3.825 -1.676  -0.07
C15 -5.206 -4.392 -1.800  -0.76
C16 -5.259 -5.385 -3.042  -0.73
Si1 -5.835 -7.114 -2.441  0.42
H1 -0.394 -9.580 -0.304  0.38
H2 0.841 -9.802 -1.584  0.26
H3 -0.346 -8.455 -1.695  0.22
H4 0.698 -7.413 0.516  0.26
H5 1.916 -8.724 0.497  0.30
H6 3.260 -7.532 -0.878  0.41
H7 2.123 -6.127 -0.760  -0.11
H8 2.302 -8.330 -2.920  0.33
H9 0.907 -7.204 -2.911  0.29
H10 3.521 -5.712 -2.541  0.09
H11 3.674 -6.826 -3.927  0.50
H12 1.179 -5.537 -4.575  0.47
H13 2.812 -5.085 -5.148  0.33
H14 2.357 -2.984 -4.353  0.40
H15 2.910 -3.675 -2.800  -0.20
H16 0.331 -2.423 -3.117  0.49
H17 -0.031 -4.123 -3.505  0.14
H18 0.134 -4.921 -1.341  0.12
H19 1.672 -4.063 -1.097  0.26
H20 0.745 -2.120 -0.113  0.25
H21 -0.352 -3.430 0.452  0.36
H22 -1.070 -1.006 -0.947  -1.05
H23 -1.554 -2.317 -2.056  0.44
H24 -3.315 -1.564 -0.174  0.33
H25 -2.186 -2.191 1.056  0.42
H26 -2.411 -4.502 0.017  0.15
H27 -4.025 -3.833 0.563  0.54
H28 -3.739 -2.793 -2.110  0.15
H29 -2.978 -4.407 -2.252  0.01
H30 -5.458 -4.886 -0.830  0.38
H31 -5.882 -3.529 -2.015  0.26
H32 -4.273 -5.535 -3.540  0.36
H33 -5.952 -4.931 -3.792  0.38
H34 -5.579 -8.170 -3.439  -0.16
H35 -7.247 -6.999 -2.063  -0.11
H36 -5.054 -7.407 -1.214  -0.13
C17 7.314 -2.083 -1.401  -0.91
C18 6.203 -2.708 -2.282  1.15
C19 6.534 -3.008 -3.751  0.03
F1 6.877 -1.923 -4.459  -0.23
F2 5.443 -3.529 -4.363  -0.20
F3 5.095 -1.942 -2.183  -0.29
F4 5.891 -3.906 -1.710  -0.34
O1 7.324 -0.661 -1.179  -0.35
C20 7.920 0.207 -2.107  0.75
C21 6.903 1.132 -2.790  0.22
F5 5.912 0.453 -3.389  -0.20
F6 7.513 1.874 -3.742  -0.26
F7 8.667 -0.491 -2.975  -0.29
F8 8.782 0.969 -1.408  -0.30
H37 7.141 -2.487 -0.401  0.44
H38 8.305 -2.448 -1.677  0.31
H39 7.344 -3.738 -3.827  0.24
H40 6.453 1.807 -2.059  0.22
C22 -2.589 2.330 0.500  -0.67
C23 -2.134 2.371 -0.979  0.88
C24 -0.624 2.355 -1.255  0.28
F9 0.033 3.399 -0.724  -0.23
F10 -0.404 2.413 -2.591  -0.30
F11 -2.731 3.422 -1.589  -0.28
F12 -2.639 1.252 -1.564  -0.27
O2 -2.945 3.555 1.167  -0.43
C25 -1.953 4.358 1.743  0.71
C26 -1.811 5.718 1.050  0.16
F13 -1.576 5.586 -0.280  -0.24
F14 -0.773 6.403 1.581  -0.31
F15 -0.804 3.674 1.813  -0.19
F16 -2.336 4.564 3.026  -0.31
H41 -3.528 1.771 0.493  0.41
H42 -1.917 1.727 1.114  0.32
H43 -0.171 1.434 -0.879  0.08
H44 -2.715 6.305 1.178  0.39
C27 2.063 2.604 4.327  -0.29
C28 3.264 3.148 5.141  0.80
C29 4.387 3.859 4.373  0.13
F17 4.991 3.087 3.459  -0.20
F18 5.356 4.247 5.239  -0.28
F19 3.761 2.145 5.897  -0.29
F20 2.752 4.063 6.010  -0.32
O3 2.055 1.209 3.965  -0.35
C30 2.741 0.757 2.827  0.73
C31 3.916 -0.169 3.170  0.14
F21 4.789 0.401 4.016  -0.22
F22 4.598 -0.492 2.047  -0.22
F23 3.094 1.799 2.059  -0.29
F24 1.844 0.054 2.104  -0.23
H45 1.197 2.698 4.986  0.17
H46 1.825 3.241 3.473  0.25
H47 4.007 4.754 3.873  0.28
H48 3.552 -1.089 3.632  0.19
C32 -3.861 1.847 7.998  -0.74
C33 -5.200 1.134 7.684  0.91
C34 -5.139 -0.302 7.145  0.08
F25 -4.480 -0.417 5.983  -0.19
F26 -6.395 -0.755 6.912  -0.28
F27 -5.927 1.926 6.866  -0.27
F28 -5.884 1.071 8.860  -0.33
O4 -3.298 2.754 7.032  -0.37
C35 -2.508 2.277 5.975  0.74
C36 -3.164 2.483 4.603  0.37
F29 -4.387 1.929 4.536  -0.26
F30 -2.413 1.909 3.631  -0.20
F31 -2.161 1.001 6.208  -0.30
F32 -1.357 2.982 6.026  -0.33
H49 -4.080 2.498 8.847  0.39
H50 -3.108 1.151 8.373  0.33
H51 -4.672 -0.969 7.875  0.27
H52 -3.267 3.538 4.383  0.19
C37 -0.928 9.908 -3.460  -0.77
C38 -2.130 10.319 -4.348  0.91
C39 -3.170 11.276 -3.747  0.10
F33 -3.779 10.796 -2.653  -0.21
F34 -4.152 11.508 -4.653  -0.27
F35 -2.719 9.200 -4.819  -0.27
F36 -1.604 10.959 -5.430  -0.32
O5 -0.961 8.650 -2.761  -0.37
C40 -1.597 8.537 -1.515  0.75
C41 -2.843 7.632 -1.570  0.31
F37 -3.719 8.051 -2.498  -0.22
F38 -3.495 7.640 -0.380  -0.28
F39 -1.855 9.759 -1.020  -0.31
F40 -0.693 7.996 -0.688  -0.24
H53 -0.096 9.780 -4.156  0.40
H54 -0.613 10.719 -2.802  0.32
H55 -2.712 12.236 -3.495  0.27
H56 -2.571 6.608 -1.808  0.20

Cartesian forces, eV/Å:
-0.12 -0.08 0.35
0.27 0.43 -0.27
-0.24 -0.79 -0.38
1.16 -0.05 0.56
-0.68 -0.30 -0.23
1.17 0.74 -0.27
-0.35 -0.25 -0.11
-0.07 -0.93 -0.19
0.88 0.51 0.06
-0.72 -0.86 -0.18
0.05 0.87 1.40
-0.72 -0.28 -0.12
0.46 1.19 -0.49
-0.06 0.23 0.90
1.51 -0.13 -0.88
-0.67 -0.01 0.24
0.47 1.08 -0.19
0.50 0.38 -0.42
-0.30 0.69 0.50
0.49 -0.34 0.57
0.16 -0.80 -0.57
-0.66 0.33 -0.46
-0.75 0.51 -0.15
0.09 -0.76 -0.10
-0.48 0.80 0.18
0.76 0.23 0.22
-0.45 -0.39 -0.59
-0.58 0.50 0.37
0.76 0.12 0.45
-0.60 -0.15 0.66
-0.35 -0.63 0.55
-0.72 0.06 -0.62
0.55 -0.63 0.34
0.46 0.78 0.34
0.10 0.92 -0.07
-0.93 0.06 -0.19
-0.45 -0.53 -0.38
0.48 0.58 -0.61
-0.20 -0.85 -0.29
0.15 -0.11 0.78
0.76 -0.48 -0.04
0.02 -0.08 -0.87
-0.79 0.22 -0.14
0.70 -0.02 -0.63
0.10 -0.81 0.31
-0.80 0.25 0.21
-0.12 0.35 -0.81
0.33 -0.82 0.52
-0.61 0.41 0.44
0.52 -0.68 0.36
-0.14 -0.09 -0.04
-0.28 -0.21 0.02
-0.01 -0.09 -0.05
0.48 0.09 0.57
-0.14 0.91 0.44
-0.11 -0.56 -0.42
0.15 0.50 0.24
-0.15 -0.13 0.28
-0.01 0.02 -0.26
0.27 -0.17 -0.17
-0.34 0.05 -1.15
0.25 -1.36 0.97
-0.38 0.56 -0.03
0.06 -0.40 0.02
0.30 -0.09 0.10
-0.14 0.08 -0.47
-0.20 0.37 -0.01
-0.19 0.10 -0.11
-0.09 0.10 -0.32
0.03 -0.03 0.18
0.15 -0.06 0.16
-0.36 -0.37 0.58
-0.51 0.75 0.43
0.45 -0.40 -0.52
-0.22 0.32 0.38
-0.31 -0.11 -0.03
0.24 0.09 -0.07
0.24 -0.21 0.09
0.91 0.63 -0.57
-0.67 -1.79 -0.36
0.03 0.50 -0.06
0.07 -0.67 0.58
0.03 -0.31 0.18
0.49 0.33 -0.10
0.14 0.86 -0.33
0.02 0.18 -0.14
0.21 0.19 -0.13
-0.15 -0.07 0.09
-0.16 -0.10 0.10
-0.62 -0.12 -0.23
-0.26 -0.95 0.04
0.37 0.67 0.12
-0.21 -0.47 -0.18
-0.24 -0.01 0.24
0.23 0.04 -0.09
0.02 0.28 -0.26
1.14 0.10 -0.24
-1.19 1.19 0.64
0.27 -0.60 0.16
-0.10 0.35 0.06
-0.22 0.11 -0.21
0.46 -0.03 -0.11
0.13 -0.40 0.02
0.21 -0.12 0.10
0.33 -0.05 -0.09
-0.17 -0.02 0.04
-0.22 0.04 -0.06
0.52 0.34 0.41
0.22 0.86 -0.49
-0.38 -0.64 0.17
0.35 0.40 -0.19
-0.10 0.23 0.23
-0.02 -0.19 -0.18
0.19 -0.30 0.11
-0.39 -0.76 -0.86
-0.20 -0.12 1.78
-0.31 0.22 -0.23
-0.06 -0.27 0.31
0.30 -0.12 0.23
-0.09 -0.30 -0.41
-0.09 0.22 -0.45
-0.15 0.01 -0.19
-0.08 -0.17 -0.29
0.05 0.12 0.13
0.04 0.03 0.31
0.70 -0.09 0.22
0.14 -1.00 0.21
-0.35 0.61 -0.25
0.21 -0.42 0.30
0.23 -0.08 -0.24
-0.23 0.08 0.09
0.03 0.33 0.19
-1.19 0.27 0.13
1.05 0.85 -0.94
-0.26 -0.34 -0.46
0.06 0.38 -0.12
0.21 0.24 0.21
-0.55 0.09 0.10
-0.05 -0.30 0.14
-0.21 -0.11 -0.05
-0.33 0.00 0.09
0.17 -0.04 -0.04
0.20 0.07 -0.05

---

What is the formula in the first record? C41H54N5O2Zr

---

Which value of frontier orbital gap does entry 1 give? 0.24736 hartree